Computed, not measured: 2 unconnected molecules or ions with the total composition C10H16 at a distorted geometry, with ωB97M-V/def2-TZVPD.

```
26
Properties=species:S:1:pos:R:3:nbo_charge:R:1
C 1.365 1.408 2.591 -0.635
C 1.392 1.063 1.116 0.008
C 0.906 -0.120 0.611 -0.238
C 0.841 -0.409 -0.774 -0.188
C 1.335 0.530 -1.637 -0.236
C 1.925 1.691 -1.133 -0.209
C 2.122 1.921 0.196 -0.219
H 1.292 0.587 3.291 0.223
H 0.573 2.161 2.663 0.223
H 2.296 1.965 2.788 0.215
H 0.394 -0.750 1.338 0.208
H 0.473 -1.374 -1.091 0.209
H 1.309 0.248 -2.695 0.213
H 2.220 2.351 -1.952 0.212
H 2.624 2.821 0.535 0.212
C -1.911 -2.466 0.224 -0.635
C -2.442 -1.129 -0.351 -0.404
C -3.753 -1.423 -1.110 -0.609
H -1.080 -2.787 -0.369 0.206
H -1.877 -2.668 1.293 0.221
H -2.758 -3.194 0.126 0.203
H -1.731 -0.742 -1.074 0.208
H -2.600 -0.459 0.511 0.199
H -4.181 -0.637 -1.721 0.214
H -4.403 -2.048 -0.506 0.203
H -3.389 -2.076 -1.940 0.194
```

Properties
Relative energy (zero: lowest compared OMol25 entry of this formula, charge and spin) ... 32.0 kcal per mole
F_max ... 2.55 eV/Å
Structure (SMILES) ... Cc1ccccc1.CCC